## i
DFT (ωB97M-V with the def2-TZVPD basis set) results for 2 unconnected molecules or ions with the total composition C4H14NO.

Kohn-Sham gap in eV: 12.5
Lowest unoccupied orbital energy in eV: -3.2

ORCA input file:
```
! wB97M-V def2-TZVPD RIJCOSX def2/J DEFGRID3
* xyz 1 1
C 0.2886 2.1668 0.7159
C -0.0899 0.7408 0.3646
C -0.9868 0.6132 -0.8410
C -1.3167 -0.7950 -1.3184
N 1.1556 -0.0660 0.1385
H -0.3621 2.6367 1.4550
H 0.3206 2.8832 -0.1053
H 1.2818 2.1813 1.1838
H -0.6157 0.3334 1.2200
H -1.9085 1.1993 -0.7574
H -0.5847 1.1936 -1.6874
H -2.0504 -0.7343 -2.1239
H -0.5089 -1.3553 -1.8060
H -1.6963 -1.3889 -0.4927
H 0.9685 -0.9513 -0.3480
H 1.7539 0.4275 -0.5262
H 1.5404 -0.3482 1.0375
H 1.6613 -3.0731 1.5142
H 0.1749 -2.9830 1.4194
O 0.9744 -2.6807 0.9574
*
```

=====

## ii
DFT (ωB97M-V with the def2-TZVPD basis set) results for 3 unconnected molecules or ions with the total composition C4H14NO.

Kohn-Sham gap in eV: 4.9
Lowest unoccupied orbital energy in eV: -7.5

ORCA input file:
```
! wB97M-V def2-TZVPD RIJCOSX def2/J DEFGRID3
* xyz 1 1
C -2.6065 -0.9269 -0.6452
C -2.0176 0.3898 -1.2831
C -0.5931 0.3316 -1.3069
C 0.2735 1.4144 -0.8226
N 3.8713 -0.2056 2.2417
H -3.6787 -0.9002 -0.8019
H -2.2459 -1.7902 -1.2062
H -2.5664 0.6534 -2.1921
H -2.2943 1.1905 -0.5974
H 0.0865 -0.7530 0.2792
H -0.1041 -0.2131 -2.1252
H 1.1181 0.9453 -0.2928
H -0.2740 2.0304 -0.1292
H 0.5874 1.9203 -1.7423
H -2.3417 -0.9966 0.4016
H 2.9138 -0.1143 2.5474
H 4.3386 0.6480 2.5269
H 4.3374 -0.9516 2.7369
H 0.6460 -1.8036 1.3083
O 0.5497 -0.8685 1.1028
*
```

=====

Quick ranking, most stable first: i, ii.

=====

## i
DFT (ωB97M-V with the def2-TZVPD basis set) results for 2 unconnected molecules or ions with the total composition C2H5FO.

Kohn-Sham gap (spin up / spin down) in eV: 8.8 / 8.6
Lowest unoccupied orbital energy (spin up / spin down) in eV: -2.3 / -2.2

ORCA input file:
```
! wB97M-V def2-TZVPD RIJCOSX def2/J DEFGRID3
* xyz 0 1
C 0.0989 -1.1276 0.1591
C -0.1439 0.3907 -0.3038
O 0.1889 0.9822 0.7842
F -0.0403 2.7429 0.3840
H 1.1253 -1.0979 0.6164
H -0.7183 -1.2828 0.8955
H 0.2690 -1.8293 -0.5661
H -1.2203 0.4708 -0.6950
H 0.4408 0.7510 -1.2743
*
```

=====

## ii
DFT (ωB97M-V with the def2-TZVPD basis set) results for 2 unconnected molecules or ions with the total composition C2H5FO.

Kohn-Sham gap (spin up / spin down) in eV: 5.6 / 9.4
Lowest unoccupied orbital energy (spin up / spin down) in eV: -1.4 / 0.3

ORCA input file:
```
! wB97M-V def2-TZVPD RIJCOSX def2/J DEFGRID3
* xyz 0 1
C 1.0080 0.5236 0.6048
C -0.3352 0.1073 0.1888
O -0.7447 -1.1454 0.1718
F -1.1486 1.0658 -0.3115
H 1.8469 0.3236 -0.0302
H 0.8057 1.5579 0.9201
H 1.1513 -0.1604 1.4639
H -1.3644 -0.8606 -2.2775
H -1.2189 -1.4118 -0.7303
*
```

=====

Quick ranking, most stable first: ii, i.

=====

## i
DFT (ωB97M-V with the def2-TZVPD basis set) results for a molecular structure, C2H4N2O3.

Kohn-Sham gap in eV: 9.2
Lowest unoccupied orbital energy in eV: -0.8

ORCA input file:
```
! wB97M-V def2-TZVPD RIJCOSX def2/J DEFGRID3
* xyz 0 1
C 0.5147 -1.1045 1.0492
N -0.4325 1.4775 -1.2665
C 0.6593 1.0938 -0.7774
O 0.0454 -0.6797 -0.2173
N -1.6436 -0.1922 -0.1178
O -2.2452 -0.6479 -0.9547
O 1.7970 1.2431 -0.5064
H -0.6198 2.4676 -1.3655
H 0.3405 -2.1744 1.1832
H 1.5863 -0.8991 1.1086
H -0.0021 -0.5840 1.8646
*
```

=====

## ii
DFT (ωB97M-V with the def2-TZVPD basis set) results for C2H4N2O3 in the gas phase.

Kohn-Sham gap (spin up / spin down) in eV: 8.1 / 8.6
Lowest unoccupied orbital energy (spin up / spin down) in eV: -0.7 / 0.3

ORCA input file:
```
! wB97M-V def2-TZVPD RIJCOSX def2/J DEFGRID3
* xyz 0 1
N -1.3062 -1.0976 0.3200
C -0.4261 -0.1118 -0.0705
N -0.4018 1.1050 0.6326
O -0.4374 2.1837 -0.1832
C 0.9254 -0.2751 -0.4946
O 1.6884 0.6827 -0.1646
O 1.4137 -1.4747 -0.8430
H -2.2760 -0.8371 0.4153
H -0.9690 -1.7837 0.9849
H -0.5720 2.9410 0.4141
H 2.3610 -1.3323 -1.0110
*
```

=====

## iii
DFT (ωB97M-V with the def2-TZVPD basis set) results for C2H4N2O3 in the gas phase.

Kohn-Sham gap in eV: 8.8
Lowest unoccupied orbital energy in eV: -1.0

ORCA input file:
```
! wB97M-V def2-TZVPD RIJCOSX def2/J DEFGRID3
* xyz 0 1
C -0.0365 -1.7204 -0.7536
C 0.8980 1.1356 -0.0373
O 0.1107 1.1201 1.3667
O -0.9840 2.0405 1.4340
N -0.2308 0.6410 -0.7006
N 0.5582 -0.3887 -0.6761
O 1.8519 1.8399 -0.2178
H -1.6215 1.4884 1.9267
H -0.8472 -1.7079 -1.4870
H -0.4303 -2.0234 0.2183
H 0.7315 -2.4252 -1.0733
*
```

=====

Quick ranking, most stable first: ii, i, iii.